No. 1
Here is C28H62BeN2O13P2 as an isolated structure from OMol25. Energies are from the ωB97M-V functional and the def2-TZVPD basis.

For the lowest unoccupied orbital energy, the calculation gives -3.58 eV.

Structure (ORCA input):
```
! wB97M-V def2-TZVPD RIJCOSX def2/J DEFGRID3
* xyz 0 1
P -12.57 7.93 -21.84
P -10.95 -0.97 -31.82
O -11.45 8.77 -20.91
O -11.91 7.20 -22.94
O -13.68 9.02 -22.28
O -12.18 -1.19 -32.87
O -4.26 5.62 -28.40
O -15.88 4.62 -26.52
O -10.79 -2.34 -30.92
O -17.75 5.81 -26.16
O -10.91 0.32 -31.10
O -10.45 9.81 -30.94
O -13.43 7.03 -20.81
O -17.35 4.12 -24.81
O -9.63 -1.06 -32.76
N -10.63 10.36 -32.26
N -3.04 6.40 -28.39
C -16.80 2.87 -24.44
C -11.92 -2.84 -30.12
C -0.12 6.94 -27.73
C -2.20 5.73 -30.70
C -1.25 7.65 -27.06
C -1.87 4.13 -28.82
C -12.57 12.00 -31.99
C -12.06 -2.16 -33.88
C -11.35 11.47 -34.85
C -10.79 10.06 -34.77
C -18.92 6.18 -25.44
C -12.53 9.04 -33.31
C -10.16 8.11 -33.48
C -13.37 10.06 -23.20
C -10.22 12.73 -31.38
C -2.65 6.85 -27.00
C -8.38 -0.93 -32.09
C -11.01 11.76 -32.34
C -16.91 4.83 -25.88
C -2.58 5.67 -25.84
C -11.08 9.41 -33.34
C -3.73 7.94 -26.51
C -10.62 12.28 -33.75
C -10.81 8.00 -19.80
C -17.59 2.56 -23.20
C -1.97 5.67 -29.20
C -14.45 7.56 -19.98
C -0.66 6.52 -29.04
Be -10.16 4.76 -27.71
H -7.83 -1.87 -32.04
H -8.34 -0.42 -31.13
H -15.71 2.98 -24.37
H -11.46 -1.68 -34.65
H -12.44 11.55 -34.83
H -10.54 12.72 -30.34
H -2.67 6.06 -24.83
H -19.45 5.36 -24.97
H -14.42 8.60 -19.68
H -12.83 13.03 -32.22
H -14.77 6.78 -19.29
H -3.58 8.07 -25.44
H -1.37 5.36 -31.30
H -1.36 8.63 -27.53
H -7.80 -0.28 -32.74
H -13.56 10.96 -22.60
H -10.63 7.44 -34.20
H -9.75 8.04 -20.05
H -12.64 -2.03 -30.02
H -0.83 7.79 -26.06
H -3.00 5.03 -30.92
H -12.82 11.87 -30.94
H -11.32 9.46 -35.51
H -10.23 13.76 -31.74
H -2.72 3.56 -28.46
H -17.25 2.17 -25.14
H 0.10 5.99 -27.25
H -15.27 7.76 -20.67
H -11.65 -3.15 -33.69
H -1.65 5.13 -25.96
H -0.86 7.44 -29.59
H -0.88 3.88 -28.43
H -19.61 6.76 -26.06
H -3.60 8.90 -27.01
H -9.28 8.46 -34.01
H -13.34 11.52 -32.60
H -2.46 6.73 -31.05
H -17.27 3.23 -22.40
H -4.77 7.66 -26.68
H -13.13 9.84 -33.74
H -12.88 8.98 -32.28
H 0.18 6.11 -29.61
H -11.06 6.95 -19.71
H -11.11 8.35 -18.81
H -10.82 13.35 -33.72
H -11.57 -2.96 -29.10
H -11.17 11.95 -35.81
H -12.38 9.99 -23.64
H -9.97 7.69 -32.49
H -3.47 5.03 -25.85
H -18.68 2.49 -23.29
H -9.57 12.26 -34.04
H -14.09 9.93 -24.01
H 0.75 7.54 -28.01
H -9.73 10.15 -35.00
H -13.06 -2.43 -34.21
H -17.20 1.62 -22.81
H -9.18 12.40 -31.29
H -12.79 8.17 -33.91
H -1.71 3.47 -29.68
H -12.21 -3.85 -30.38
H -18.61 6.84 -24.63
*
```

***

No. 2
Here is a 7-piece molecular cluster, C28H62N3O9 overall from OMol25. Energies are from the ωB97M-V functional and the def2-TZVPD basis.

For the lowest unoccupied orbital energy, the calculation gives -5.23 eV.

Structure (ORCA input):
```
! wB97M-V def2-TZVPD RIJCOSX def2/J DEFGRID3
* xyz 1 1
O 4.25 -1.61 -5.72
O 4.23 0.25 1.43
O 1.03 7.95 4.76
O -6.04 -3.56 1.32
O -0.22 2.28 5.30
O -0.38 2.17 0.25
O -0.12 -2.85 -3.18
O 0.58 -4.34 -7.85
O -6.32 -3.09 3.66
N -3.93 0.70 1.91
N -4.87 1.59 1.50
N -1.53 -0.14 2.09
C 1.07 4.21 4.69
C 4.09 -2.86 -3.67
C -0.32 3.65 4.93
C -2.51 0.91 1.53
C -1.19 3.77 3.69
C 0.36 7.77 7.06
C -6.10 -2.57 2.45
C -5.91 -0.93 2.19
C 3.67 -1.60 -4.42
C -1.81 2.06 0.61
C -0.27 9.76 5.66
C 3.75 -0.85 2.20
C -4.42 -0.46 2.80
C -2.49 -1.51 -0.02
C 1.94 -6.02 -6.79
C -0.93 -4.37 -4.85
C 4.88 -1.37 3.08
C -1.31 -3.38 -3.76
C -1.43 -1.21 1.19
C 1.62 -5.29 -8.09
C -2.15 -2.24 -4.32
C -0.17 -2.27 1.37
C -0.02 8.26 5.67
C 4.12 -0.35 -3.68
C -4.43 2.74 0.68
C -2.96 3.17 0.10
C 2.56 -0.40 3.03
C 1.17 -6.26 -9.17
H 1.03 5.27 4.42
H -2.64 -0.64 -0.79
H 1.28 8.24 7.41
H -3.75 -1.41 2.72
H -5.30 3.50 0.39
H 0.27 -6.79 -8.87
H 5.18 -2.92 -3.58
H -0.44 7.98 7.78
H 1.07 -6.55 -6.41
H -1.87 -3.89 -2.97
H -2.71 4.09 -0.58
H -1.60 -1.68 -5.08
H 2.25 -5.31 -6.02
H -0.21 -4.83 -7.54
H 2.83 0.41 3.71
H 1.83 8.41 5.06
H 0.63 10.31 5.96
H 1.69 4.11 5.59
H 5.23 -0.59 3.76
H 3.68 -0.31 -2.68
H -0.26 2.09 -0.76
H -0.76 3.21 2.86
H -1.83 -4.81 -5.31
H 0.93 -5.72 -10.09
H 3.83 0.55 -4.23
H -0.92 7.74 5.33
H -0.32 -5.18 -4.44
H -0.34 -3.89 -5.63
H 4.54 -2.23 3.68
H 1.58 3.67 3.89
H 2.16 -1.23 3.62
H -3.08 -2.61 -4.76
H 2.75 -6.74 -6.94
H -5.80 -0.83 1.00
H -0.15 -2.67 2.50
H 2.50 -4.73 -8.43
H 3.44 -1.63 1.50
H -1.30 4.82 3.39
H 0.20 1.80 4.57
H -0.52 10.10 4.66
H 4.51 0.95 2.04
H 5.73 -1.68 2.47
H 0.84 -1.69 1.15
H 2.58 -1.59 -4.54
H 5.21 -1.62 -5.62
H 0.54 6.69 7.05
H -2.40 -1.52 -3.53
H -2.18 3.35 3.88
H -6.80 -0.31 2.63
H -3.52 -1.89 0.45
H 1.96 -6.99 -9.39
H -5.06 -3.69 1.10
H -0.29 -3.17 0.61
H -1.08 10.03 6.35
H 3.65 -2.89 -2.67
H -2.05 -2.43 -0.64
H -0.79 4.18 5.77
H 1.76 -0.02 2.38
H 5.21 -0.32 -3.58
H 0.38 -2.39 -3.87
H -4.57 -0.05 3.89
H 3.77 -3.75 -4.22
*
```

***

- What is the formula in the second record?
  C28H62N3O9

***

- Look up the lowest unoccupied orbital energy of the first one.
  -3.58 eV

***

- Which of these has the lowest lowest unoccupied orbital energy?
  C28H62N3O9